Formula: C3H3NS2
Source: the Open Molecules 2025 dataset
Level of theory: ωB97M-V/def2-TZVPD

Geometry (Å):
N  2.021  -2.279  1.366
C  1.116  -2.035  0.661
C  -0.041  -1.724  -0.074
S  -0.576  -3.034  -0.969
C  -0.473  -0.123  -0.347
S  1.038  0.679  -0.838
H  -0.861  0.373  0.656
H  -1.088  -0.114  -1.230
H  1.220  0.882  0.466

Net charge = 0
Energy = -967.16363 hartree
Energy above the lowest of the compared OMol25 structures with the same formula, charge and spin = 32.9 kcal/mol